Record 1
C35H31IrN4PS | the ωB97M-V functional and the def2-TZVPD basis

ORCA input file:
```
! RIJCOSX wB97M-V def2-TZVPD def2/J DEFGRID3
* xyz 2 6
Ir -1.863 -2.986 20.793
N -3.800 -2.950 21.657
N -4.874 -2.698 20.722
C -4.790 -2.710 19.393
N -5.860 -2.667 18.659
S -3.181 -2.667 18.740
H -4.023 -3.832 22.100
H -3.789 -2.220 22.404
H -5.757 -2.353 21.138
H -6.798 -2.654 19.075
H -5.884 -3.091 17.706
C -0.398 -3.771 15.105
C -0.958 -4.717 15.961
C -0.720 -4.751 17.322
C 0.025 -3.758 17.992
C 0.603 -2.818 17.139
C 0.317 -2.749 15.742
P 0.146 -3.574 19.876
C 1.681 -2.660 20.093
C 1.768 -1.732 21.122
C 2.849 -0.850 21.195
C 3.991 -1.071 20.441
C 3.962 -2.112 19.500
C 2.836 -2.916 19.317
C 0.490 -5.240 20.479
C 1.763 -5.901 20.492
C 1.800 -7.258 20.805
C 0.654 -7.972 21.135
C -0.554 -7.295 21.290
C -1.724 -7.972 21.826
C -2.936 -7.435 21.491
C -3.013 -6.097 20.908
C -1.915 -5.230 20.858
C -0.642 -5.950 20.887
H -0.368 -3.861 14.057
H -1.424 -5.614 15.506
H -1.131 -5.627 17.870
H 1.294 -2.121 17.588
H 0.805 -1.921 15.159
H 0.898 -1.584 21.844
H 2.832 0.101 21.799
H 4.827 -0.411 20.531
H 4.873 -2.335 18.928
H 2.898 -3.733 18.621
H 2.687 -5.436 20.204
H 2.738 -7.801 20.742
H 0.785 -9.066 21.234
H -1.580 -8.963 22.317
H -3.841 -8.056 21.666
H -3.950 -5.640 20.628
C 0.208 1.473 18.610
C -1.049 0.946 18.345
C -1.716 0.241 19.346
C -1.041 -0.108 20.545
C 0.128 0.625 20.864
C 0.827 1.279 19.866
N -1.772 -1.019 21.403
C -2.150 -0.576 22.696
C -2.653 0.731 22.825
C -2.905 1.222 24.143
C -2.891 0.393 25.230
C -2.661 -1.019 25.021
C -2.280 -1.471 23.771
H 0.668 2.107 17.850
H -1.548 1.079 17.361
H -2.689 -0.120 19.116
H 0.461 0.617 21.904
H 1.852 1.735 19.984
H -2.618 1.328 21.960
H -3.178 2.310 24.235
H -3.188 0.786 26.174
H -2.941 -1.734 25.831
H -1.845 -2.482 23.640
*
```

- M: 762.92 g/mol
- Frontier orbital gap (spin up / spin down): 5.7 / 4.0 eV
- Calculated total energy: -2414.4453 Ha
- HOMO (spin up / spin down): -10.903 / -13.364 eV
- Max |F|: 4.220 eV/A
- <S²>: 8.813


Record 2
C35H31N2O7P | the ωB97M-V functional and the def2-TZVPD basis

ORCA input file:
```
! RIJCOSX wB97M-V def2-TZVPD def2/J DEFGRID3
* xyz 0 1
C -1.575 1.065 4.063
N -2.374 1.361 2.888
C -3.740 0.930 2.857
C -4.871 1.524 3.773
P -6.376 1.488 2.697
N -6.319 2.460 1.478
O -5.128 0.559 4.832
C -4.623 1.021 6.000
O -4.569 0.397 6.998
O -4.096 2.252 5.823
C -4.675 2.820 4.621
C -5.992 3.468 5.035
C -3.745 3.879 4.072
H -1.333 -0.005 4.093
H -2.046 1.337 5.016
H -0.630 1.612 3.998
H -2.224 2.280 2.501
H -3.756 -0.141 3.104
H -4.078 1.023 1.818
H -7.423 1.714 3.600
H -6.468 0.100 2.485
H -6.364 1.991 0.581
H -6.731 2.731 5.357
H -5.783 4.113 5.893
H -6.413 4.075 4.229
H -3.603 4.639 4.846
H -4.219 4.354 3.209
H -2.763 3.504 3.794
O -1.499 2.526 -0.332
C -0.418 2.514 -0.883
C -0.149 3.372 -2.074
C -1.161 4.198 -2.548
C -0.932 5.011 -3.645
C 0.308 5.003 -4.274
C 1.318 4.178 -3.810
C 1.094 3.360 -2.710
C 2.194 2.472 -2.235
O 3.254 2.411 -2.824
C 1.938 1.646 -1.022
C 2.961 0.843 -0.531
C 2.745 0.050 0.584
C 1.506 0.059 1.215
C 0.481 0.856 0.730
C 0.696 1.656 -0.386
H -2.119 4.190 -2.045
H -1.721 5.654 -4.012
H 0.484 5.642 -5.130
H 2.287 4.155 -4.290
H 3.916 0.846 -1.037
H 3.541 -0.580 0.959
H 1.337 -0.561 2.086
H -0.492 0.870 1.208
O 6.699 -4.490 -3.873
C 5.561 -4.661 -3.491
C 4.620 -3.517 -3.322
C 5.058 -2.235 -3.635
C 4.198 -1.158 -3.502
C 2.896 -1.360 -3.058
C 2.454 -2.632 -2.737
C 3.315 -3.715 -2.866
C 2.822 -5.075 -2.501
O 1.704 -5.242 -2.063
C 3.756 -6.222 -2.694
C 3.314 -7.505 -2.393
C 4.158 -8.587 -2.576
C 5.447 -8.394 -3.059
C 5.895 -7.117 -3.355
C 5.052 -6.027 -3.173
H 6.074 -2.102 -3.982
H 4.534 -0.157 -3.740
H 2.227 -0.515 -2.959
H 1.447 -2.803 -2.381
H 2.307 -7.636 -2.019
H 3.812 -9.586 -2.342
H 6.104 -9.242 -3.204
H 6.895 -6.946 -3.728
*
```

- M: 622.61 g/mol
- Frontier orbital gap: 7.7 eV
- Calculated total energy: -2329.9020 Ha
- HOMO: -8.819 eV
- Max |F|: 0.914 eV/A


Record 3
C35H31N4O6S2Ti | the ωB97M-V functional and the def2-TZVPD basis

ORCA input file:
```
! RIJCOSX wB97M-V def2-TZVPD def2/J DEFGRID3
* xyz 2 2
Ti 0.675 1.779 0.222
O 4.463 1.328 1.602
C 3.205 1.689 1.422
O 2.678 1.755 0.261
C 2.367 2.058 2.523
C 2.667 2.416 3.849
C 1.701 3.062 4.592
C 0.485 3.451 3.992
C 0.231 3.031 2.706
N 1.103 2.252 2.040
C -0.851 3.444 1.726
O -1.954 3.829 2.027
O -0.413 3.287 0.502
H 4.922 1.140 0.765
H 3.648 2.215 4.249
H 1.901 3.351 5.613
H -0.214 4.085 4.514
O 0.818 2.029 -1.600
S 0.964 2.509 -3.046
C -0.802 2.737 -3.596
C -1.789 2.764 -2.435
C -2.221 1.359 -1.993
C -3.249 1.397 -0.869
S -2.509 1.184 0.832
O -1.026 0.875 0.566
C -3.139 -0.487 1.110
C -4.273 -0.678 1.883
C -4.756 -1.967 2.054
C -4.102 -3.043 1.471
C -2.947 -2.840 0.730
C -2.466 -1.557 0.546
C 1.388 4.262 -2.956
C 1.816 4.866 -4.131
C 2.064 6.228 -4.139
C 1.881 6.967 -2.979
C 1.490 6.346 -1.802
C 1.247 4.980 -1.781
H -1.020 1.914 -4.278
H -0.824 3.671 -4.154
H -2.674 3.313 -2.764
H -1.368 3.305 -1.580
H -1.342 0.784 -1.663
H -2.668 0.841 -2.844
H -3.992 0.609 -0.977
H -3.757 2.358 -0.824
H -4.772 0.164 2.337
H -5.647 -2.127 2.637
H -4.491 -4.040 1.599
H -2.423 -3.672 0.289
H -1.567 -1.374 -0.025
H 1.950 4.280 -5.028
H 2.398 6.709 -5.045
H 2.049 8.032 -2.992
H 1.364 6.924 -0.900
H 0.946 4.482 -0.863
N 0.896 -5.352 -0.805
C 0.853 -6.627 -0.321
C 0.724 -7.865 -0.937
C 0.689 -8.966 -0.110
C 0.822 -8.851 1.285
C 0.966 -7.635 1.904
C 0.945 -6.494 1.096
N 1.005 -5.182 1.423
C 0.982 -4.513 0.286
C 1.051 -3.085 0.226
C 0.963 -2.342 1.420
C 0.984 -0.970 1.370
N 1.092 -0.271 0.223
C 1.219 -0.975 -0.913
C 1.212 -2.351 -0.963
H 0.864 -5.089 -1.777
H 0.644 -7.959 -2.009
H 0.550 -9.947 -0.538
H 0.802 -9.751 1.880
H 1.092 -7.542 2.970
H 0.886 -2.881 2.351
H 0.896 -0.388 2.285
H 1.345 -0.393 -1.824
H 1.346 -2.845 -1.914
*
```

- M: 715.66 g/mol
- Frontier orbital gap (spin up / spin down): 6.1 / 5.8 eV
- Calculated total energy: -3668.2907 Ha
- HOMO (spin up / spin down): -12.310 / -12.406 eV
- Max |F|: 2.308 eV/A
- <S²>: 0.770


Record 4
C35H32BKN7OS | the ωB97M-V functional and the def2-TZVPD basis

ORCA input file:
```
! RIJCOSX wB97M-V def2-TZVPD def2/J DEFGRID3
* xyz -2 2
K -1.218 -0.232 0.117
C 4.583 0.614 1.701
C 3.152 0.438 2.088
C 2.662 0.406 3.368
C 1.268 0.222 3.233
N 0.966 0.151 1.929
N 2.106 0.282 1.238
B 2.239 0.299 -0.289
N 1.793 -1.043 -0.913
N 0.773 -1.777 -0.445
C 0.832 -2.983 -1.027
C 1.925 -3.005 -1.923
C 2.503 -1.763 -1.818
C 3.692 -1.302 -2.592
C -0.061 -4.072 -0.734
C -1.059 -3.980 0.254
C -1.865 -5.054 0.542
C -1.715 -6.266 -0.134
C -0.740 -6.370 -1.121
C 0.066 -5.297 -1.419
N 1.521 1.532 -0.890
N 0.340 1.991 -0.455
C 0.136 3.190 -1.011
C 1.228 3.499 -1.850
C 2.079 2.427 -1.743
C 3.367 2.275 -2.478
C -0.997 4.044 -0.745
C -1.181 5.215 -1.501
C -2.199 6.094 -1.214
C -3.086 5.826 -0.180
C -2.941 4.649 0.550
C -1.916 3.774 0.279
C 0.322 0.127 4.313
C -1.059 -0.031 4.090
C -1.937 -0.121 5.142
C -1.486 -0.059 6.462
C -0.124 0.100 6.700
C 0.760 0.192 5.653
H 5.187 0.696 2.605
H 4.721 1.519 1.109
H 4.940 -0.237 1.120
H 3.246 0.506 4.263
H 3.394 0.423 -0.547
H 2.274 -3.808 -2.548
H 4.179 -2.168 -3.038
H 4.405 -0.777 -1.960
H 3.389 -0.636 -3.401
H -1.182 -3.047 0.782
H -2.628 -4.964 1.303
H -2.346 -7.113 0.102
H -0.614 -7.305 -1.659
H 0.814 -5.403 -2.192
H 1.401 4.381 -2.440
H 3.623 3.227 -2.940
H 3.265 1.534 -3.271
H 4.177 1.969 -1.820
H -0.512 5.435 -2.321
H -2.311 6.998 -1.804
H -3.881 6.522 0.049
H -3.648 4.421 1.335
H -1.793 2.872 0.859
H -1.417 -0.077 3.070
H -2.995 -0.242 4.948
H -2.180 -0.130 7.288
H 0.243 0.150 7.721
H 1.811 0.318 5.872
O -3.167 -1.316 -0.427
N -3.265 -1.054 -1.684
C -2.835 -1.944 -2.587
C -2.870 -1.712 -3.945
C -3.388 -0.504 -4.411
C -3.864 0.396 -3.484
C -3.802 0.143 -2.106
S -4.402 1.237 -0.984
H -2.470 -2.871 -2.170
H -2.509 -2.480 -4.613
H -3.418 -0.292 -5.472
H -4.299 1.342 -3.776
*
```

- M: 648.67 g/mol
- Frontier orbital gap (spin up / spin down): 1.4 / 6.3 eV
- Calculated total energy: -2834.5327 Ha
- HOMO (spin up / spin down): 2.520 / -2.276 eV
- Max |F|: 1.878 eV/A
- <S²>: 0.750


Which of these has the highest max |F|? C35H31IrN4PS